Entry 1:
{"formula": "C4H6N2S", "method": "the ωB97M-V functional and the def2-TZVPD basis", "species": ["N", "C", "C", "S", "N", "C", "C", "H", "H", "H", "H", "H", "H"], "xyz": [[1.552, -1.522, -1.850], [0.771, -1.010, -1.174], [-0.005, -0.479, -0.087], [-1.678, -0.179, -0.549], [-1.184, 1.279, -1.279], [0.323, -0.928, 1.600], [0.641, 0.400, 0.868], [-1.087, 1.071, -2.230], [-1.564, 2.182, -1.094], [1.024, -1.853, 1.725], [-0.435, -0.993, 2.235], [0.007, 1.259, 1.053], [1.635, 0.772, 0.783]], "molar_mass_g_mol": 114.17, "largest_force_ev_per_a": 6.9, "lumo_energy_ev": 0.5, "smiles": "N#CC1(SN)CC1"}

=====

Entry 2:
{"formula": "C2H7N5", "method": "the ωB97M-V functional and the def2-TZVPD basis", "species": ["H", "N", "C", "N", "N", "C", "N", "N", "H", "H", "H", "H", "H", "H"], "xyz": [[2.917, 1.347, 0.054], [2.254, 1.325, 0.932], [1.073, 0.957, 0.876], [0.185, 0.501, -0.146], [0.858, 0.319, -1.388], [-0.955, -0.216, -0.174], [-1.370, -0.554, 1.034], [-1.478, -0.889, -1.315], [-2.331, -1.525, -0.921], [0.383, 1.013, 1.855], [0.050, 0.372, -2.164], [0.986, -0.780, -1.459], [-0.530, -0.565, 1.695], [-2.041, -1.305, 1.121]], "molar_mass_g_mol": 101.11, "largest_force_ev_per_a": 6.1, "lumo_energy_ev": 0.6, "smiles": "[H]/N=C\\N(N)/C(N)=N/[H]"}

=====

Entry 3:
{"formula": "C4H10N3", "method": "the ωB97M-V functional and the def2-TZVPD basis", "species": ["C", "C", "N", "C", "N", "C", "N", "H", "H", "H", "H", "H", "H", "H", "H", "H", "H"], "xyz": [[0.147, -1.870, 0.983], [0.326, -1.013, -0.259], [0.200, 0.342, 0.271], [0.453, 1.525, -0.738], [-0.777, 2.230, -0.707], [-1.634, 1.700, 0.278], [-1.132, 0.644, 0.847], [0.959, -2.182, 1.669], [-0.569, -1.486, 1.761], [-0.134, -2.765, 0.587], [-0.480, -1.267, -1.066], [1.207, -1.226, -0.889], [0.847, 0.288, 1.162], [0.743, 0.982, -1.647], [1.361, 2.104, -0.595], [-1.132, 2.831, -1.440], [-2.531, 2.090, 0.463]], "molar_mass_g_mol": 100.14, "largest_force_ev_per_a": 7.9, "lumo_energy_ev": -3.1, "smiles": "CC[N@H+]1CNC=N1", "charge": 1}

=====

Entry 4:
{"formula": "C20H23N5O2", "method": "the ωB97M-V functional and the def2-TZVPD basis", "species": ["C", "O", "C", "C", "C", "C", "C", "O", "N", "C", "C", "C", "C", "C", "C", "C", "C", "N", "C", "N", "C", "N", "N", "C", "C", "C", "C", "H", "H", "H", "H", "H", "H", "H", "H", "H", "H", "H", "H", "H", "H", "H", "H", "H", "H", "H", "H", "H", "H", "H"], "xyz": [[1.344, 7.484, 0.489], [0.502, 6.466, 1.043], [0.669, 5.197, 0.550], [1.888, 4.497, 0.760], [1.975, 3.170, 0.336], [0.900, 2.524, -0.280], [0.999, 1.122, -0.635], [1.860, 0.838, -1.454], [0.242, 0.109, -0.045], [-0.791, 0.408, 0.970], [-0.789, -0.633, 2.053], [-1.012, -2.023, 1.506], [-0.713, -2.174, 0.017], [-0.487, -3.610, -0.424], [0.761, -4.217, -0.266], [0.967, -5.580, -0.743], [2.283, -6.271, -0.579], [0.011, -6.280, -1.332], [-1.220, -5.635, -1.423], [-2.319, -6.161, -1.850], [-3.218, -5.114, -1.800], [-2.774, -4.003, -1.297], [-1.497, -4.360, -1.007], [0.477, -1.297, -0.425], [-0.291, 3.229, -0.492], [-0.398, 4.563, -0.084], [-1.730, 5.283, -0.145], [2.373, 7.362, 0.823], [1.346, 7.446, -0.608], [0.919, 8.424, 0.814], [2.766, 4.987, 1.152], [2.909, 2.619, 0.442], [-0.682, 1.377, 1.409], [-1.784, 0.368, 0.538], [0.191, -0.638, 2.560], [-1.505, -0.426, 2.853], [-2.062, -2.295, 1.655], [-0.404, -2.732, 2.087], [-1.547, -1.794, -0.531], [1.604, -3.717, 0.228], [3.058, -5.593, -0.211], [2.122, -7.094, 0.142], [2.597, -6.668, -1.565], [-4.211, -5.238, -2.264], [1.412, -1.645, 0.008], [0.580, -1.356, -1.511], [-1.188, 2.760, -0.956], [-2.245, 5.138, 0.794], [-1.565, 6.350, -0.336], [-2.322, 4.832, -0.965]], "molar_mass_g_mol": 365.44, "largest_force_ev_per_a": 2.9, "lumo_energy_ev": 0.2, "smiles": "COc1ccc(C(=O)N2CCC[C@H](c3cc(C)nc4ncnn34)C2)cc1C"}

=====

Gap between HOMO and LUMO across the listed records, respectively: 9.890; 9.656; 11.057; 8.998 eV.
Energy relative to the best compared isomer or geometry (same formula, charge and spin) across the listed records, respectively: 314.7; 321.6; 316.6; 204.1 kJ/mol.